{"formula": "C21H18N2O8S", "method": "ωB97M-V/def2-TZVPD", "symbols": ["H", "H", "H", "C", "H", "O", "C", "O", "O", "C", "C", "O", "H", "H", "H", "C", "C", "O", "C", "C", "C", "H", "C", "H", "C", "O", "O", "C", "H", "H", "C", "C", "H", "C", "C", "C", "N", "C", "C", "H", "H", "H", "C", "S", "O", "H", "H", "N", "C", "H"], "coordinates": [[2.408834, 2.464229, 0.899489], [-4.974404, 3.571823, 0.234512], [-1.972115, -3.865317, -0.148983], [3.674183, 0.009123, 0.507107], [5.450822, 0.677386, -0.468400], [-4.853151, -0.198835, 0.309777], [0.538639, 1.789682, 1.600140], [-3.543689, -2.521765, -0.361841], [2.036385, -2.058550, 1.429320], [-5.833392, -1.055580, -0.248650], [3.295365, -2.374474, 0.992679], [-3.482858, 2.298450, -0.115123], [-0.914403, 2.965849, 1.901506], [-5.172014, 2.005444, 1.064241], [4.678286, 1.911680, 0.562001], [2.379878, 0.307387, 1.075210], [-1.669077, 1.130037, -0.915112], [1.096382, 1.161478, -1.574888], [4.090950, -1.276576, 0.474443], [-0.994921, -0.032688, -1.245168], [0.395726, 0.007067, -1.616333], [-2.679062, -3.763125, -1.785056], [-2.897415, -3.724955, -0.714490], [-1.045524, -2.151225, -1.352924], [-2.973439, 1.080177, -0.425403], [3.646828, -3.524383, 1.053475], [-1.529537, 0.935247, 2.348632], [1.588341, -0.786760, 1.459675], [5.032918, -1.559142, 0.033233], [-1.202028, 2.095213, -1.022579], [-4.858262, 2.492279, 0.139507], [-2.899856, -1.343963, -0.598975], [-5.475000, 2.135139, -0.688430], [0.275894, -0.595161, 1.889349], [-0.253653, 0.674515, 1.951408], [-1.613301, -1.273012, -1.101892], [1.171974, -1.008457, -1.873535], [1.835926, 1.595254, 1.178565], [2.359406, 0.738246, -1.791054], [-2.004579, 0.112047, 2.508516], [-3.601078, -4.515676, -0.459030], [-5.754699, -2.068207, 0.149568], [-3.602624, -0.164896, -0.255688], [3.670511, 1.857442, -1.592888], [0.021045, 3.035933, 1.661894], [-5.758858, -1.089602, -1.337795], [-0.311186, -1.459385, 2.159554], [2.420928, -0.539647, -1.990605], [4.502164, 1.078731, -0.118193], [-6.793080, -0.623929, 0.037114]], "forces_ev_per_angstrom": [[0.07, 0.10, -0.09], [-0.02, -0.07, -0.03], [-0.02, 0.01, -0.03], [0.36, -0.66, 0.25], [-0.04, 0.02, 0.11], [0.61, -0.03, 0.16], [0.06, -0.60, 0.10], [-0.11, 0.49, 0.11], [-0.11, -0.33, 0.04], [-0.38, -0.18, -0.05], [0.27, -0.43, -0.01], [0.28, -0.18, 0.03], [0.07, 0.05, -0.03], [0.01, 0.09, -0.12], [0.04, -0.04, 0.06], [-0.38, -0.40, 0.23], [0.00, -0.26, -0.12], [-0.43, -0.15, -0.04], [-0.01, 0.66, 0.07], [-0.78, 0.35, 0.19], [0.77, -0.42, -0.15], [0.01, 0.01, 0.03], [0.10, -0.22, -0.05], [0.02, -0.19, 0.01], [0.03, -0.31, -0.13], [-0.12, 0.30, -0.02], [0.07, 0.14, 0.06], [-0.16, 1.00, -0.06], [0.06, -0.03, -0.06], [0.06, 0.14, 0.03], [-0.41, 0.18, 0.16], [0.09, 0.08, 0.01], [0.02, 0.00, 0.04], [0.21, -0.05, -0.01], [0.44, -0.01, -0.07], [0.00, 0.01, -0.03], [-1.54, -0.33, 0.21], [-0.36, -0.07, 0.32], [0.45, -0.06, -0.26], [0.00, 0.03, -0.05], [0.09, 0.02, -0.04], [-0.04, 0.14, -0.06], [-0.16, 0.13, -0.05], [0.14, -0.07, -0.01], [-0.27, 0.34, 0.03], [0.02, 0.01, 0.01], [-0.11, -0.12, 0.04], [1.09, 0.75, -0.42], [-0.05, 0.18, -0.26], [0.01, -0.03, -0.07]], "charge": 0, "homo_lumo_gap_ev": 8.131, "total_energy_ev": -52262.6253, "e_lumo_ev": 0.0, "smiles": "COc1cc(-c2nnc(SCc3cc(=O)oc4cc(O)c(O)cc34)o2)cc(OC)c1OC", "homo_energy_ev": -8.1}

***

{"formula": "C35H36BrN7O6PS2W", "method": "ωB97M-V/def2-TZVPD", "symbols": ["C", "C", "C", "C", "H", "H", "C", "H", "C", "C", "H", "H", "H", "C", "C", "O", "C", "N", "C", "H", "P", "C", "C", "O", "C", "H", "C", "C", "H", "H", "H", "C", "C", "N", "H", "H", "N", "C", "N", "H", "H", "H", "C", "S", "C", "H", "H", "H", "H", "C", "O", "C", "H", "N", "H", "H", "C", "H", "C", "H", "H", "W", "C", "C", "Br", "O", "C", "H", "H", "O", "H", "H", "C", "O", "C", "H", "H", "C", "H", "N", "H", "H", "C", "N", "H", "C", "C", "S", "C"], "coordinates": [[-1.136121, -5.783556, 2.240366], [-1.073931, -3.787026, 0.803024], [-0.936198, 3.306080, -5.667075], [-4.038615, 1.434395, -1.160771], [1.198157, 3.438465, -5.875832], [-2.598250, -5.093706, 0.832743], [-0.547237, 4.226284, -3.073810], [0.397945, -1.514771, -2.975156], [0.531096, 4.006494, -3.917778], [-4.429894, 1.951210, -2.411875], [-2.671285, 4.115535, -2.868886], [3.332345, 1.596906, -2.554879], [5.319540, 2.153712, 3.920371], [-1.235646, -5.216228, 3.648790], [-2.303023, 1.498220, 3.235281], [-2.470083, -1.451826, 3.101590], [1.499727, 1.940287, 1.096472], [1.443977, -0.447792, -0.692875], [-1.878092, 0.360398, -4.624421], [4.518873, -1.568454, 0.083743], [-1.128966, -0.772086, 2.590908], [-3.610835, -1.925540, 2.365430], [-0.444225, -0.856796, -3.145967], [6.064594, 2.278525, 3.320463], [-0.833852, -0.506777, -4.444677], [-0.295567, -0.919172, -5.285585], [1.799430, 0.530336, -1.543511], [0.015054, -1.559344, 4.837361], [-1.960784, 2.482570, 3.538796], [-1.109018, 2.983196, -6.685967], [-5.308068, 2.580888, -2.480670], [4.165366, 2.375213, 1.816168], [2.421470, -1.196719, -0.130939], [0.638142, -2.382562, 0.700089], [-2.648734, 1.539251, 2.203692], [-4.623546, 1.641164, -0.274755], [-1.703902, -4.884448, 1.240899], [-2.016022, 3.446753, -4.806995], [-4.096897, 2.374646, -4.765011], [-0.094711, -5.971124, 1.977525], [-3.100049, 1.155093, 3.893450], [0.835970, -2.212471, 5.117909], [-2.174359, 0.385279, -2.243921], [-0.166721, 1.675002, 0.570444], [3.762957, -0.965395, -0.395564], [-1.674078, -6.727093, 2.161802], [-4.468337, -1.787615, 3.019095], [-3.483461, -2.981512, 2.140783], [-2.184153, 0.651454, -5.620582], [2.109184, 1.143756, 2.065250], [-1.173068, 0.615619, 3.363179], [-2.894917, 0.683593, -1.061062], [-2.277126, -5.057969, 3.932081], [-3.312924, 3.132108, -5.351160], [1.553051, 0.341643, 2.535684], [-0.391846, 4.608856, -2.074371], [1.931846, -2.289822, 0.695029], [3.891689, 0.710937, 3.157320], [3.112055, 0.790700, -1.870228], [2.364698, -3.563497, 2.322026], [4.133254, 3.970487, 0.395072], [-0.595137, -0.728864, 0.048094], [5.625823, 2.569367, 2.076590], [0.349807, 3.564333, -5.217686], [2.284763, 4.358166, -3.291076], [-2.419759, 0.172700, 0.075415], [-1.827351, 3.946425, -3.522445], [1.759683, 3.618024, -0.216545], [-0.928209, -1.980964, 5.180157], [6.393542, 2.922055, 1.227971], [-3.739976, -1.361437, 1.445904], [2.869815, -4.199954, 0.769207], [2.806156, -3.287222, 1.366550], [0.033908, -1.487143, 3.395120], [3.429110, 1.365857, 2.426560], [5.156941, 0.249650, -1.479521], [3.809319, -2.899831, 1.523015], [4.115638, 0.043430, -1.271896], [0.998572, 1.142852, -1.932311], [-1.072167, -0.404093, -2.077867], [-0.707721, -4.264316, 3.706747], [-0.788985, -5.905276, 4.365801], [-3.696245, 1.727375, -3.543859], [0.118641, -3.515489, 1.268094], [0.157637, -0.567422, 5.259997], [2.229058, 2.987133, 0.527649], [3.552431, 3.190249, 0.869582], [-1.875467, -2.801203, -0.394571], [-2.585706, 0.843842, -3.503193]], "forces_ev_per_angstrom": [[0.00, 0.00, 0.00], [0.01, 0.00, -0.01], [0.01, 0.00, 0.00], [0.00, 0.00, 0.00], [0.00, 0.00, 0.00], [0.00, 0.00, 0.00], [0.01, 0.00, 0.00], [0.00, 0.00, 0.00], [-0.01, 0.00, 0.00], [0.00, 0.00, 0.00], [-0.01, -0.01, 0.00], [0.00, 0.00, 0.00], [0.00, 0.01, 0.00], [0.00, 0.00, 0.00], [0.00, -0.01, 0.00], [0.04, -0.11, 0.02], [0.00, 0.01, 0.01], [0.03, -0.01, 0.01], [0.00, 0.01, 0.00], [0.00, 0.00, 0.00], [0.04, 0.02, -0.02], [-0.02, 0.06, 0.00], [0.00, 0.00, 0.01], [-0.01, 0.03, 0.00], [0.00, 0.00, -0.01], [0.00, 0.00, 0.00], [-0.01, -0.01, 0.00], [0.00, 0.00, 0.00], [0.00, 0.00, 0.01], [0.00, 0.00, 0.00], [0.00, 0.00, 0.00], [-0.01, 0.04, 0.01], [0.01, 0.00, 0.00], [0.01, -0.05, -0.02], [0.01, 0.00, -0.01], [0.00, 0.00, 0.00], [0.01, -0.01, 0.00], [0.00, -0.03, 0.00], [0.02, -0.01, -0.02], [0.00, 0.00, 0.00], [0.00, 0.01, -0.01], [0.00, 0.00, 0.00], [0.00, 0.00, 0.00], [-0.06, -0.01, 0.00], [-0.01, 0.00, 0.01], [0.00, 0.00, 0.00], [-0.01, 0.01, 0.00], [0.00, 0.01, 0.01], [0.00, 0.00, 0.00], [-0.01, -0.01, 0.00], [0.01, 0.02, -0.03], [-0.01, -0.01, -0.01], [0.00, 0.00, 0.00], [-0.02, 0.02, 0.02], [0.01, 0.01, -0.01], [0.00, 0.00, 0.00], [-0.01, -0.01, 0.00], [0.00, 0.00, 0.00], [0.02, -0.01, -0.01], [0.00, 0.00, 0.00], [0.00, 0.00, 0.00], [-0.07, 0.19, 0.10], [0.02, -0.13, -0.03], [0.00, 0.00, 0.00], [0.00, 0.00, 0.01], [0.03, -0.03, 0.00], [-0.02, -0.02, 0.00], [-0.01, 0.01, -0.01], [0.00, 0.00, 0.00], [-0.01, 0.05, 0.01], [0.00, -0.01, 0.00], [0.00, 0.00, 0.00], [0.00, 0.00, 0.00], [0.00, 0.00, 0.01], [0.00, 0.00, 0.01], [0.00, 0.00, 0.00], [0.00, 0.00, 0.00], [-0.01, 0.01, 0.00], [0.00, 0.00, -0.01], [0.04, -0.01, -0.02], [0.00, 0.00, 0.00], [0.00, 0.00, 0.00], [0.00, 0.02, 0.00], [-0.01, 0.00, 0.01], [0.00, 0.00, 0.00], [0.01, 0.00, 0.00], [0.00, 0.01, 0.00], [-0.05, -0.03, -0.02], [0.01, 0.01, 0.00]], "charge": 1, "homo_lumo_gap_ev": [6.844, 6.253], "total_energy_ev": -162420.5940, "e_lumo_ev": [-3.3, -4.2], "multiplicity": 3, "homo_energy_ev": [-10.1, -10.5]}

***

{"formula": "C7H8", "method": "ωB97M-V/def2-TZVPD", "symbols": ["H", "C", "H", "H", "H", "C", "H", "C", "H", "C", "H", "C", "C", "H", "C"], "coordinates": [[-0.393155, -1.324773, 1.962260], [-1.032251, -1.169010, -1.105910], [0.828485, 1.306845, 3.278249], [1.734147, 2.167295, 1.840757], [-2.735570, -1.640028, -2.403101], [-0.244770, -0.554013, 1.269951], [-1.248162, -2.136198, -2.851011], [-1.700928, -1.360871, -2.388272], [2.318015, 0.623458, 2.548264], [1.472353, 1.253871, 2.263986], [-1.759517, -0.430956, -3.014627], [-0.804972, -0.372095, -0.121711], [0.106111, 0.867104, -0.114444], [0.779402, 0.979234, -0.856005], [0.634493, 0.455750, 1.244405]], "forces_ev_per_angstrom": [[-0.31, -1.15, 0.86], [-2.11, -0.44, 0.04], [1.41, 0.38, -2.40], [0.53, 1.62, -0.27], [-0.80, -0.25, 1.01], [-0.01, -0.46, -0.02], [1.67, -2.20, -2.16], [-0.57, 2.79, 0.47], [0.31, 0.45, -0.09], [-2.41, -3.59, 1.89], [0.65, -0.54, 0.30], [2.09, 1.05, 0.72], [-1.05, -1.12, 2.91], [2.03, 1.06, -2.89], [-1.42, 2.41, -0.36]], "charge": 0, "homo_lumo_gap_ev": [8.211, 7.431], "total_energy_ev": -7381.4906, "e_lumo_ev": [0.3, 0.0], "homo_energy_ev": [-7.9, -7.4]}

***

{"formula": "C29H26AuFIN3O11S2", "method": "ωB97M-V/def2-TZVPD", "symbols": ["N", "O", "H", "H", "H", "C", "C", "C", "H", "H", "H", "O", "S", "H", "H", "C", "C", "H", "O", "H", "H", "C", "C", "C", "H", "C", "C", "N", "H", "H", "H", "C", "C", "C", "H", "H", "H", "O", "C", "C", "N", "O", "O", "H", "H", "H", "C", "F", "C", "C", "O", "H", "H", "C", "C", "C", "O", "O", "C", "H", "C", "Au", "O", "C", "C", "C", "H", "H", "S", "C", "I", "C", "C", "O"], "coordinates": [[-1.660352, -1.480030, 10.033496], [-1.369666, 1.785111, 2.980004], [-0.470473, -2.319310, 8.498189], [0.593119, 4.066657, -2.369719], [5.215620, 2.033258, 6.664652], [4.113381, 0.447313, 5.695306], [4.370281, 1.923289, 5.982976], [-3.738183, 1.055746, 2.084145], [1.439786, -0.760038, 8.860990], [3.491987, 2.398506, 6.424642], [4.297434, 0.436984, 3.139231], [-3.848994, 0.987376, -0.328532], [-2.254321, 1.937924, 1.868550], [-5.911499, -0.228063, 4.317843], [-3.374329, -0.307624, 9.568907], [-2.142009, 2.336352, -1.381314], [-2.425778, -0.573100, 9.104465], [0.584747, -0.024864, 10.221158], [-2.013466, 0.008711, -1.332370], [4.995492, 0.003745, 5.240567], [-3.770777, 1.074163, 4.215575], [-1.440525, 4.754246, -2.500351], [-4.334561, 0.638942, 0.894357], [0.713357, -0.200047, 4.253602], [-2.618615, -1.121684, 8.189022], [-2.779521, 4.462437, -2.296924], [-0.312855, -1.828260, 9.458130], [-0.241867, 0.366097, 8.343618], [4.606656, 2.446614, 5.055028], [-6.984935, -0.958634, 2.216419], [-5.955112, -0.420132, 0.016387], [-0.806593, 2.622605, -1.628268], [-2.447235, 1.079403, -0.586449], [2.386969, -0.045094, 2.440562], [-1.483439, 1.244382, 9.749432], [-2.200066, -2.319966, 10.226559], [-2.102447, 1.289055, 8.098502], [-2.727635, -1.516498, 0.533254], [1.692507, 0.134962, 5.194577], [-0.917960, -0.153255, 5.982103], [3.000706, 0.237342, 4.766315], [2.187587, 0.073041, 0.010144], [0.158730, -0.811236, 2.113611], [3.909526, -0.099932, 6.615156], [-0.040174, 1.904573, -1.349277], [-1.512793, -0.988919, 10.915603], [-5.462493, 0.022146, 3.365430], [-2.230997, -0.299263, 6.331401], [-1.580877, 0.669101, 8.820111], [0.456140, -0.526366, 9.253518], [-3.366756, -2.006407, -1.772175], [0.197782, -2.508782, 10.136799], [-4.165393, 3.015569, -1.537403], [-5.518074, -0.077947, 0.946149], [-0.593741, -0.342544, 4.670960], [2.970532, 0.106669, 1.019149], [-1.044615, -2.210234, -1.094811], [4.179031, 0.336740, 0.952342], [1.027724, -0.387279, 2.820176], [-1.353744, -0.583366, 3.934328], [-0.448204, 3.836786, -2.192983], [0.475699, -1.039801, -0.228667], [-2.553563, 3.258215, 1.419883], [-6.071071, -0.378232, 2.176964], [3.274326, 0.222857, 3.427019], [1.330580, 0.335040, 6.530355], [2.056931, 0.661231, 7.263893], [-3.549519, 5.179525, -2.544960], [-2.358314, -1.569666, -0.856596], [-4.283598, 0.742560, 3.318875], [-0.908150, 6.627189, -3.276819], [0.023047, 0.180341, 6.954320], [-3.126609, 3.243799, -1.730914], [-1.693977, 1.057771, 0.664386]], "forces_ev_per_angstrom": [[0.06, 0.07, -0.25], [-0.06, -0.25, -0.17], [-0.14, -0.04, 0.04], [0.00, 0.00, 0.01], [-0.04, 0.02, -0.01], [-0.15, 0.33, -0.09], [-0.05, -0.08, -0.04], [-0.01, -0.11, -0.22], [0.06, -0.02, 0.03], [0.06, 0.01, -0.01], [-0.02, -0.05, 0.01], [0.43, 0.05, 0.00], [-0.08, 0.14, -0.04], [0.01, -0.01, -0.02], [0.04, -0.08, 0.14], [0.05, 0.06, 0.46], [-0.09, 0.28, -0.17], [0.06, 0.00, -0.01], [-0.20, 0.11, 0.36], [0.02, -0.09, 0.00], [-0.06, -0.07, -0.04], [-0.04, 0.12, -0.13], [-0.08, 0.18, 0.25], [0.43, 0.20, 0.36], [0.04, -0.16, 0.06], [0.03, -0.08, 0.03], [0.26, 0.08, -0.10], [-0.23, -0.08, 0.22], [-0.01, 0.00, 0.05], [0.02, 0.04, -0.01], [0.00, 0.01, 0.06], [0.12, -0.06, 0.01], [-0.30, -0.36, -0.17], [0.29, 0.22, -0.22], [0.00, 0.05, -0.02], [-0.04, -0.07, 0.06], [-0.04, 0.04, 0.00], [0.07, 0.16, -0.15], [0.21, -0.19, 0.03], [-0.13, -0.06, 0.06], [0.23, 0.15, 0.06], [0.20, 0.10, 0.38], [-1.50, -0.64, -0.51], [0.02, -0.08, -0.02], [-0.04, 0.06, -0.02], [-0.04, -0.06, 0.14], [-0.08, 0.00, -0.02], [-0.19, -0.02, 0.08], [0.25, -0.14, -0.04], [-0.25, 0.10, -0.12], [0.16, 0.12, 0.00], [-0.09, -0.01, 0.09], [0.02, 0.02, 0.03], [0.00, -0.06, -0.08], [-0.31, 0.01, -0.15], [0.36, 0.16, 0.03], [-0.35, 0.32, -0.06], [-0.44, -0.10, 0.07], [1.21, 0.52, 0.94], [0.08, -0.04, 0.09], [-0.01, -0.09, 0.02], [0.56, -0.39, -1.21], [-0.01, 0.11, -0.15], [-0.02, -0.05, 0.09], [-0.18, -0.16, 0.11], [0.22, 0.05, 0.08], [0.01, -0.01, -0.08], [0.03, 0.01, -0.03], [-0.37, -0.60, 0.10], [0.14, 0.08, -0.06], [-0.02, -0.10, 0.01], [0.05, -0.01, -0.06], [-0.06, -0.05, 0.02], [-0.05, 0.47, -0.13]], "charge": 0, "homo_lumo_gap_ev": 4.978, "total_energy_ev": -93666.1456, "e_lumo_ev": -1.9, "homo_energy_ev": -6.8}